Density functional theory data (wB97M-V/def2-TZVPD) for C5H8N2 in the gas phase at a distorted geometry.

```
! wB97M-V def2-TZVPD RIJCOSX def2/J DEFGRID3
* xyz 0 1
C -1.15 0.54 1.18
C -0.52 -0.49 0.29
C -0.48 -0.53 -1.24
N 0.94 -0.95 -1.14
C 1.00 -0.37 0.23
C 1.53 1.00 0.13
N 2.00 2.02 -0.16
H -1.17 1.54 0.72
H -2.16 0.28 1.53
H -0.44 0.59 2.01
H -0.73 -1.51 0.65
H -0.62 0.46 -1.70
H -1.15 -1.26 -1.73
H 1.54 -0.44 -1.79
H 1.54 -0.90 1.04
*
```

Computed properties:
HOMO: -9.89 eV
energy above the lowest of the compared OMol25 structures with the same formula, charge and spin: 1.564 eV
LUMO: 0.91 eV
energy: -8293.4324 eV
molar mass: 96.13 g mol⁻¹

***

Density functional theory data (wB97M-V/def2-TZVPD) for a molecular structure, C5H7NO3 at a distorted geometry.

```
! wB97M-V def2-TZVPD RIJCOSX def2/J DEFGRID3
* xyz 0 1
C -0.75 1.26 -0.09
C -0.72 -0.89 -0.43
C 0.58 0.49 -0.57
C -2.85 0.09 0.48
C 2.77 -0.17 0.08
N -1.51 0.10 0.06
O -1.03 2.39 0.19
O -0.84 -2.07 -0.59
O 1.58 0.58 0.35
H 0.94 0.55 -1.57
H -2.96 0.52 1.59
H -3.41 0.91 -0.19
H -3.18 -1.01 0.56
H 2.73 -0.47 -1.01
H 2.70 -1.05 0.71
H 3.56 0.39 0.34
*
```

Computed properties:
HOMO: -8.90 eV
energy above the lowest of the compared OMol25 structures with the same formula, charge and spin: 3.556 eV
LUMO: 0.72 eV
energy: -12928.6281 eV
molar mass: 129.12 g mol⁻¹

***

Density functional theory data (wB97M-V/def2-TZVPD) for 3 unconnected molecules or ions with the total composition C5H15BrN3O2 at a distorted geometry.

```
! wB97M-V def2-TZVPD RIJCOSX def2/J DEFGRID3
* xyz 0 2
Br 3.80 -8.53 -13.33
C 7.65 -8.33 -12.57
O 8.87 -8.19 -12.44
N 7.14 -9.29 -13.32
N 6.73 -7.69 -11.91
H 6.16 -9.46 -13.47
H 7.72 -9.79 -13.99
H 5.79 -7.97 -12.15
H 7.03 -7.09 -11.15
C 6.39 -5.45 -15.82
C 4.92 -4.97 -15.83
C 4.60 -3.96 -17.04
O 5.44 -2.79 -16.83
C 5.39 -1.94 -17.99
N 3.95 -6.07 -15.77
H 7.11 -4.64 -15.75
H 6.67 -5.95 -16.74
H 6.69 -6.03 -14.95
H 4.66 -4.39 -14.95
H 3.52 -3.82 -17.02
H 4.85 -4.39 -18.01
H 6.29 -1.34 -18.13
H 4.56 -1.25 -17.87
H 5.42 -2.44 -18.96
H 4.21 -6.81 -15.14
H 2.99 -5.78 -15.61
*
```

Computed properties:
HOMO (alpha / beta): -9.50 / -9.28 eV
LUMO (alpha / beta): 0.58 / -4.64 eV
⟨S²⟩: 0.756
energy: -84034.2639 eV
molar mass: 229.10 g mol⁻¹

***

Density functional theory data (wB97M-V/def2-TZVPD) for a molecular structure, C26H57AlF12N6O18S4 at a distorted geometry.

```
! wB97M-V def2-TZVPD RIJCOSX def2/J DEFGRID3
* xyz 1 2
Al -2.11 -2.06 2.47
C 1.56 -2.68 -0.93
F 0.80 -2.19 -1.85
F 1.19 -3.93 -0.81
F 2.82 -2.54 -1.30
S 1.39 -1.80 0.81
O 1.08 -2.89 1.77
O 2.65 -1.09 1.19
N -0.08 -0.87 0.63
S 0.65 0.45 0.13
O 1.06 1.30 1.25
O 1.70 0.30 -0.89
C -0.83 1.40 -0.76
F -0.69 2.72 -0.52
F -0.67 1.10 -2.06
F -1.93 0.90 -0.29
C -2.62 -2.46 -2.72
F -3.48 -2.60 -3.76
F -1.68 -3.46 -2.73
F -2.14 -1.22 -2.85
S -3.64 -2.56 -1.02
O -3.60 -1.24 -0.38
O -5.00 -3.02 -1.46
N -2.66 -3.61 0.00
S -3.15 -5.04 -0.36
O -4.01 -5.55 0.74
O -3.55 -5.28 -1.75
C -1.47 -6.04 -0.14
F -0.63 -5.32 0.69
F -1.81 -7.23 0.39
F -0.88 -6.17 -1.25
C 1.66 1.47 -4.38
C 2.39 0.12 -4.44
C 1.97 -0.84 -5.55
O 2.79 -1.95 -5.76
C 2.76 -3.00 -4.82
N 3.92 0.44 -4.45
H 4.10 0.82 -5.37
H 4.22 1.09 -3.73
H 4.46 -0.40 -4.30
H 0.65 1.41 -3.98
H 1.74 1.99 -5.34
H 2.05 2.26 -3.74
H 2.37 -0.35 -3.46
H 1.99 -0.25 -6.46
H 1.02 -1.34 -5.36
H 1.76 -3.40 -4.68
H 3.24 -2.66 -3.90
H 3.38 -3.78 -5.27
C 0.51 -3.08 7.72
C 1.70 -3.82 7.06
C 2.76 -2.84 6.59
O 3.68 -3.43 5.74
C 3.26 -3.63 4.41
N 2.30 -4.64 8.12
H 1.75 -5.49 8.24
H 3.15 -4.93 7.65
H 2.47 -4.15 8.98
H -0.18 -3.76 8.23
H -0.07 -2.59 6.94
H 0.77 -2.36 8.50
H 1.34 -4.57 6.34
H 3.26 -2.36 7.42
H 2.27 -1.95 6.21
H 2.69 -2.75 4.10
H 2.77 -4.61 4.40
H 4.04 -3.82 3.67
C 2.84 4.76 2.88
C 1.99 3.88 3.77
C 0.50 3.94 3.44
O -0.19 3.36 4.53
C -1.42 2.79 4.17
N 2.49 2.39 3.72
H 2.40 2.05 4.66
H 1.89 1.82 3.15
H 3.42 2.26 3.34
H 3.84 4.58 3.29
H 2.67 5.84 2.89
H 2.82 4.46 1.83
H 2.11 4.17 4.81
H 0.22 3.48 2.49
H 0.26 5.00 3.33
H -1.90 2.64 5.14
H -1.36 1.84 3.64
H -1.99 3.52 3.59
C -2.99 2.63 -4.05
C -4.09 3.24 -4.85
C -4.92 4.28 -4.05
O -5.50 3.63 -2.92
C -6.27 4.47 -2.05
N -3.48 4.02 -5.99
H -4.18 4.61 -6.43
H -2.71 4.54 -5.59
H -3.11 3.37 -6.67
H -2.51 3.40 -3.44
H -2.24 2.20 -4.71
H -3.26 1.85 -3.34
H -4.79 2.53 -5.30
H -5.72 4.68 -4.67
H -4.35 5.12 -3.66
H -6.98 5.13 -2.55
H -5.57 5.05 -1.44
H -6.71 3.90 -1.24
C -0.10 4.94 -2.96
C -0.64 6.08 -3.81
O -0.21 7.25 -3.50
O -1.32 5.92 -4.87
H 0.73 4.48 -3.49
H -0.83 4.17 -2.73
H 0.38 5.25 -2.02
C -4.37 2.19 1.72
C -4.51 1.17 2.85
O -3.46 0.59 3.19
O -5.65 0.86 3.27
H -5.32 2.68 1.54
H -4.32 1.62 0.79
H -3.55 2.91 1.79
C 5.36 -5.17 -0.78
C 5.81 -5.06 0.71
O 5.64 -3.94 1.23
O 6.44 -6.03 1.25
H 5.86 -4.47 -1.46
H 4.32 -4.84 -0.78
H 5.35 -6.19 -1.16
*
```

Computed properties:
HOMO (alpha / beta): -8.10 / -8.10 eV
LUMO (alpha / beta): -3.19 / -5.51 eV
⟨S²⟩: 0.755
energy: -156209.4393 eV
molar mass: 1124.99 g mol⁻¹

***

Density functional theory data (wB97M-V/def2-TZVPD) for C6H4O in the gas phase.

```
! wB97M-V def2-TZVPD RIJCOSX def2/J DEFGRID3
* xyz 0 1
C -2.30 -0.06 -1.11
C -1.06 0.30 -0.42
C -0.07 0.56 0.20
C 1.06 0.76 1.10
O 1.05 1.56 2.00
C 2.19 -0.14 0.87
C 3.10 -0.91 0.69
H -2.40 0.48 -2.06
H -3.16 0.18 -0.48
H -2.31 -1.13 -1.33
H 3.90 -1.60 0.54
*
```

Computed properties:
HOMO: -10.22 eV
energy above the lowest of the compared OMol25 structures with the same formula, charge and spin: 2.302 eV
LUMO: -0.26 eV
energy: -8330.1386 eV
molar mass: 92.10 g mol⁻¹

***

Density functional theory data (wB97M-V/def2-TZVPD) for a molecular structure, C3H4GaO at a distorted geometry.

```
! wB97M-V def2-TZVPD RIJCOSX def2/J DEFGRID3
* xyz 2 2
C -1.36 -1.02 -0.02
C -1.88 0.43 -0.04
C -0.47 0.16 0.07
O 0.66 0.60 -0.04
Ga 2.28 -0.11 0.09
H -1.37 -1.60 -0.94
H -1.49 -1.60 0.90
H -2.26 0.85 -0.98
H -2.15 0.95 0.92
*
```

Computed properties:
HOMO (alpha / beta): -21.28 / -21.07 eV
energy above the lowest of the compared OMol25 structures with the same formula, charge and spin: 0.000 eV
LUMO (alpha / beta): -11.09 / -14.94 eV
⟨S²⟩: 0.758
energy: -57575.2654 eV
molar mass: 125.79 g mol⁻¹

***

Density functional theory data (wB97M-V/def2-TZVPD) for a molecular structure, C12H28GeIrN3O5S2 at a distorted geometry.

```
! wB97M-V def2-TZVPD RIJCOSX def2/J DEFGRID3
* xyz 1 6
Ir 0.30 -0.74 0.02
C 4.27 0.00 -0.69
S 2.99 -1.20 -0.76
O 3.46 -2.52 -1.04
O 2.35 -1.10 0.64
O 1.95 -0.66 -1.71
H 5.16 -0.50 -0.39
H 3.95 0.75 0.01
H 4.37 0.46 -1.64
O 2.92 2.81 0.32
C 1.76 2.43 0.32
O 1.31 1.31 0.68
C 0.72 3.52 -0.14
N 1.57 4.72 -0.45
C 1.12 5.87 0.38
C -0.25 5.49 0.92
C -0.23 3.95 1.00
H 0.21 3.19 -1.04
H 1.50 4.88 -1.46
H 2.54 4.31 -0.20
H 1.09 6.76 -0.26
H 1.89 6.00 1.14
H -1.03 5.88 0.27
H -0.37 5.95 1.92
H -1.21 3.47 0.91
H 0.23 3.65 1.92
C 0.87 -6.90 -0.07
N 0.08 -5.68 -0.15
C 0.54 -4.51 0.24
N 1.83 -4.35 0.54
S -0.50 -3.15 0.40
H 0.29 -7.74 -0.47
H 1.20 -7.12 0.96
H 1.77 -6.88 -0.73
H -0.86 -5.74 -0.41
H 2.52 -5.03 0.37
H 2.09 -3.39 0.67
C -4.07 1.18 -0.23
Ge -3.16 -0.51 0.07
C -2.86 -1.22 -1.77
C -4.38 -1.72 0.96
C -1.43 -0.35 0.87
H -5.01 0.87 -0.67
H -3.53 1.79 -0.94
H -4.29 1.70 0.71
H -3.83 -1.19 -2.31
H -2.38 -2.22 -1.78
H -2.21 -0.56 -2.26
H -5.32 -1.76 0.42
H -4.57 -1.41 1.98
H -4.02 -2.75 1.03
H -1.33 -0.03 1.90
*
```

Computed properties:
HOMO (alpha / beta): -10.15 / -12.06 eV
LUMO (alpha / beta): -2.19 / -5.36 eV
⟨S²⟩: 8.764
energy: -108620.8569 eV
molar mass: 623.33 g mol⁻¹

***

Density functional theory data (wB97M-V/def2-TZVPD) for a molecular structure, C4H4CaO2 at a distorted geometry.

```
! wB97M-V def2-TZVPD RIJCOSX def2/J DEFGRID3
* xyz 3 2
C -4.68 0.76 -1.40
O -5.01 1.77 -0.96
H -5.57 2.56 -0.76
C -2.24 -1.10 -1.04
C -1.23 -0.82 -0.25
C -0.01 -0.44 0.27
O 0.95 -1.18 0.58
Ca 1.75 -2.93 1.32
H -2.99 -1.83 -0.73
H -2.16 -0.94 -2.13
H -0.35 0.45 0.90
*
```

Computed properties:
HOMO (alpha / beta): -21.12 / -21.63 eV
energy above the lowest of the compared OMol25 structures with the same formula, charge and spin: 0.000 eV
LUMO (alpha / beta): -11.91 / -13.48 eV
⟨S²⟩: 0.759
energy: -26710.1634 eV
molar mass: 124.15 g mol⁻¹

***

Density functional theory data (wB97M-V/def2-TZVPD) for a molecular structure, N5O15Zr3 at a distorted geometry.

```
! wB97M-V def2-TZVPD RIJCOSX def2/J DEFGRID3
* xyz 7 1
Zr 0.00 -3.01 0.99
Zr -0.01 1.62 -3.20
Zr -1.52 2.24 2.57
N -0.74 -0.89 3.77
O -0.98 0.16 3.21
O -1.53 -1.27 4.67
O 0.02 -1.62 3.15
N -2.84 4.17 0.10
O -1.99 3.52 0.67
O -3.93 4.48 0.39
O -2.68 4.63 -1.04
N -0.57 0.18 -0.08
O -0.56 0.51 -1.21
O -0.08 -0.92 0.20
O -0.87 1.02 0.88
N 2.81 -0.03 -1.83
O 2.56 -0.15 -0.61
O 3.71 -0.74 -2.43
O 1.99 0.77 -2.44
N 1.79 -3.75 -1.87
O 2.94 -3.28 -1.77
O 1.56 -4.25 -3.05
O 0.91 -3.42 -1.07
*
```

Computed properties:
HOMO: -30.98 eV
energy above the lowest of the compared OMol25 structures with the same formula, charge and spin: 4.361 eV
LUMO: -28.33 eV
energy: -41848.2070 eV
molar mass: 583.69 g mol⁻¹

***

Density functional theory data (wB97M-V/def2-TZVPD) for C23H28N2O in the gas phase at a distorted geometry.

```
! wB97M-V def2-TZVPD RIJCOSX def2/J DEFGRID3
* xyz 0 1
C -0.29 4.17 2.39
N -0.86 4.02 1.02
C -0.10 3.35 -0.04
C -0.51 3.52 -1.31
C 0.02 2.87 -2.19
C 1.35 2.15 -1.86
C 1.82 2.16 -0.45
C 0.93 2.78 0.27
H 1.31 2.76 1.29
H 2.54 1.44 -0.27
C 2.15 1.26 -3.17
N 1.18 0.24 -3.68
H 0.35 0.58 -4.04
C 0.59 -0.68 -2.59
C 1.36 -1.49 -1.77
H 2.40 -0.80 -1.28
H 1.89 -2.26 -2.20
C 0.88 -2.14 -0.43
C 0.40 -1.33 0.43
C 1.09 -0.92 1.77
C 0.08 0.12 2.30
C -0.62 0.44 1.40
O -0.56 -0.43 0.26
H -1.44 1.10 1.46
H 0.14 0.48 3.05
H 1.81 -1.50 2.19
H 1.51 -2.80 0.11
C -0.33 -3.15 -1.06
C -0.71 -3.82 0.34
C -0.11 -5.12 0.64
C -0.51 -5.87 1.56
C -1.65 -5.35 2.47
C -2.15 -4.24 2.20
C -1.89 -3.42 1.21
H -2.35 -2.50 0.94
H -2.85 -3.94 2.72
H -1.96 -6.00 3.30
H 0.24 -6.77 2.00
H 0.67 -5.44 -0.11
H -1.04 -2.36 -1.33
H 0.04 -3.79 -1.58
H 0.19 0.11 -1.83
H -0.16 -1.18 -3.05
H 2.31 1.94 -3.71
H 2.92 0.90 -2.67
H -0.14 2.77 -3.24
H -1.33 4.09 -1.52
C -1.80 5.12 0.75
H -2.23 5.65 1.34
H -2.50 4.91 -0.06
H -1.29 5.95 -0.09
H 0.55 4.75 2.38
H -1.19 4.49 2.91
H -0.15 3.16 2.84
*
```

Computed properties:
HOMO: -7.31 eV
energy above the lowest of the compared OMol25 structures with the same formula, charge and spin: 20.916 eV
LUMO: 0.80 eV
energy: -29312.7791 eV
molar mass: 348.49 g mol⁻¹

***

Density functional theory data (wB97M-V/def2-TZVPD) for CH3IN2 in the gas phase at a distorted geometry.

```
! wB97M-V def2-TZVPD RIJCOSX def2/J DEFGRID3
* xyz 0 1
C -0.29 0.22 -0.20
N -0.67 -1.05 0.17
N 0.88 0.40 0.59
I 2.63 0.02 -0.07
H -0.08 0.41 -1.24
H -0.85 1.05 0.18
H -1.61 -1.06 0.57
*
```

Computed properties:
HOMO (alpha / beta): -8.81 / -8.81 eV
energy above the lowest of the compared OMol25 structures with the same formula, charge and spin: 3.491 eV
LUMO (alpha / beta): -2.01 / -2.01 eV
energy: -12161.1819 eV
molar mass: 169.95 g mol⁻¹

***

Density functional theory data (wB97M-V/def2-TZVPD) for 2 unconnected molecules or ions with the total composition CH3F2N at a distorted geometry.

```
! wB97M-V def2-TZVPD RIJCOSX def2/J DEFGRID3
* xyz 0 1
C -0.85 0.35 0.00
N 0.99 -0.42 -0.44
F -1.84 -0.48 0.23
F 1.88 0.29 0.28
H -0.92 0.92 -0.95
H -0.38 0.70 0.96
H 1.12 -1.36 -0.07
*
```

Computed properties:
HOMO: -9.07 eV
energy above the lowest of the compared OMol25 structures with the same formula, charge and spin: 4.599 eV
LUMO: 0.94 eV
energy: -8006.0341 eV
molar mass: 67.04 g mol⁻¹

***

Density functional theory data (wB97M-V/def2-TZVPD) for 2 unconnected molecules or ions with the total composition C9H18F2N3 at a distorted geometry.

```
! wB97M-V def2-TZVPD RIJCOSX def2/J DEFGRID3
* xyz 1 1
C -1.90 -0.28 -0.28
C -0.13 -1.90 -1.08
C 1.76 0.50 1.48
C -4.01 0.96 -0.58
C 1.27 -1.37 -3.15
C 2.67 1.96 3.31
C -2.45 0.99 -0.82
C 1.01 -2.23 -1.93
C 2.20 0.56 2.90
N -1.98 -0.90 0.79
N 1.27 1.41 0.82
N -0.81 -0.80 -1.16
F 1.95 -0.80 1.02
F 0.92 1.20 -0.51
H -0.48 -2.55 -0.26
H -4.18 0.90 0.57
H -4.62 0.24 -0.98
H -4.48 1.98 -0.79
H 1.80 -0.40 -2.94
H 0.28 -1.00 -3.58
H 1.85 -1.84 -3.89
H 2.59 1.93 4.36
H 2.00 2.73 2.82
H 3.67 2.03 3.09
H -2.00 1.87 -0.38
H -2.28 0.92 -1.87
H 1.75 -2.44 -1.09
H 0.83 -3.41 -2.25
H 1.40 0.40 3.56
H 2.86 -0.29 3.04
H -2.44 -0.30 1.52
H -0.32 -0.09 -1.73
*
```

Computed properties:
HOMO: -14.56 eV
energy above the lowest of the compared OMol25 structures with the same formula, charge and spin: 1.924 eV
LUMO: -4.21 eV
energy: -19519.7907 eV
molar mass: 206.26 g mol⁻¹